Entry 1:
DFT (wB97M-V/def2-TZVPD) results for a molecular structure, C41H47N5O8RuS3 at a distorted geometry.

Positions of all 105 atoms, in Å:
Ru1 0.054 -0.821 0.087
C1 -3.207 2.034 -3.226
C2 -3.536 0.830 -2.342
C3 -4.777 0.104 -2.873
C4 -3.756 1.216 -0.900
C5 -4.534 2.318 -0.601
C6 -4.755 2.696 0.710
C7 -4.208 1.943 1.732
C8 -3.432 0.822 1.487
C9 -2.966 0.031 2.690
C10 -1.474 0.234 2.971
C11 -3.343 -1.446 2.581
C12 -3.186 0.444 0.148
N1 -2.368 -0.608 -0.192
C13 -2.851 -1.684 -0.828
O1 -4.028 -2.032 -0.823
C14 -1.817 -2.437 -1.614
C15 -2.037 -3.680 -2.193
C16 -1.007 -4.249 -2.927
C17 0.190 -3.567 -3.082
C18 0.327 -2.323 -2.473
N2 -0.677 -1.781 -1.800
C19 1.548 -1.447 -2.615
O2 2.311 -1.600 -3.572
N3 1.663 -0.526 -1.661
C20 2.663 0.447 -1.726
C21 3.915 0.259 -1.099
C22 4.863 1.267 -1.169
C23 4.613 2.440 -1.849
C24 3.396 2.617 -2.477
C25 2.407 1.650 -2.419
C26 1.099 1.846 -3.154
C27 0.567 3.278 -3.062
C28 1.295 1.449 -4.622
C29 4.254 -1.040 -0.413
C30 4.876 -2.005 -1.428
C31 5.177 -0.855 0.794
H1 -2.887 1.686 -4.207
H2 -4.075 2.676 -3.366
H3 -2.406 2.618 -2.778
H4 -2.676 0.152 -2.390
H5 -5.629 0.781 -2.901
H6 -4.594 -0.269 -3.879
H7 -5.024 -0.736 -2.229
H8 -4.983 2.893 -1.399
H9 -5.354 3.566 0.936
H10 -4.409 2.223 2.757
H11 -3.501 0.436 3.561
H12 -0.862 -0.225 2.176
H13 -1.242 1.299 3.021
H14 -1.197 -0.234 3.916
H15 -2.662 -1.983 1.931
H16 -3.313 -1.917 3.563
H17 -4.344 -1.551 2.169
H18 -2.988 -4.173 -2.055
H19 -1.135 -5.220 -3.386
H20 1.013 -3.968 -3.655
H21 5.820 1.123 -0.693
H22 5.374 3.205 -1.904
H23 3.221 3.529 -3.025
H24 0.355 1.180 -2.694
H25 1.252 3.991 -3.518
H26 -0.380 3.343 -3.594
H27 0.396 3.547 -2.023
H28 2.008 2.120 -5.100
H29 1.677 0.434 -4.689
H30 0.352 1.506 -5.162
H31 3.329 -1.495 -0.056
H32 5.863 -1.655 -1.726
H33 4.973 -2.994 -0.988
H34 4.250 -2.075 -2.313
H35 6.207 -0.665 0.497
H36 4.830 -0.035 1.422
H37 5.150 -1.754 1.402
O3 0.164 -4.879 1.319
S1 -0.822 -3.918 1.740
O4 -2.120 -4.488 2.040
O5 -0.982 -2.728 0.881
C32 -0.256 -3.201 3.289
C33 -1.004 -3.350 4.444
C34 -0.580 -2.764 5.625
C35 0.601 -2.035 5.654
C36 1.336 -1.877 4.491
C37 0.894 -2.454 3.310
S2 1.934 -2.056 1.901
O6 3.253 -2.394 2.380
O7 1.561 -2.653 0.633
O8 1.744 -0.569 1.805
H38 -1.912 -3.928 4.382
H39 -1.160 -2.881 6.528
H40 0.946 -1.592 6.579
H41 2.256 -1.314 4.481
C38 -0.394 4.269 2.143
N4 0.793 3.475 2.004
C39 1.986 3.665 2.659
C40 2.854 2.728 2.209
N5 2.202 1.983 1.268
C41 0.929 2.419 1.162
S3 -0.280 1.869 0.133
H42 -0.673 4.343 3.193
H43 -1.195 3.786 1.584
H44 -0.234 5.273 1.746
H45 2.109 4.448 3.377
H46 3.877 2.553 2.471
H47 2.506 1.089 0.882

The multiplicity is 2. As for the expectation value of S²: 0.77. For the relative energy (zero: lowest compared OMol25 entry of this formula, charge and spin), the calculation gives 1.185 eV. The value obtained for the gap between HOMO and LUMO (spin up / spin down) is 5.97 / 6.79 eV. Its charge is -1. As for the LUMO energy (spin up / spin down): 0.7 / 1.2 eV.

***

Entry 2:
DFT (wB97M-V/def2-TZVPD) results for a molecular structure, C26H67NO15P4SSi2 at a distorted geometry.

Positions of all 116 atoms, in Å:
C1 -4.094 -0.995 1.725
C2 -4.656 -0.361 0.292
O1 -3.605 0.386 -0.456
C3 -3.654 1.804 0.000
C4 -2.681 2.811 -0.867
O2 -1.287 2.353 -0.769
C5 -0.560 3.056 0.326
Si1 0.891 1.827 0.821
C6 2.536 2.723 1.260
C7 2.285 3.880 2.442
C8 3.052 3.547 3.852
C9 4.433 4.436 4.096
C10 5.458 3.506 5.031
C11 6.454 2.545 4.135
C12 5.852 1.043 3.836
O3 5.269 0.379 5.028
C13 4.752 -0.959 4.629
O4 1.038 0.505 -0.325
Si2 2.090 0.894 -1.676
C14 1.677 -0.429 -3.068
C15 0.071 -0.786 -3.132
C16 -0.414 -1.865 -1.996
O5 -0.758 0.464 -3.125
P1 1.757 2.858 -2.595
S1 3.327 4.059 -2.428
C17 3.975 0.711 -1.328
C18 4.760 0.841 -2.800
C19 4.251 -0.831 -0.818
C20 5.694 -0.866 -0.037
P2 0.184 0.879 2.733
N1 1.359 0.725 3.836
O6 -1.191 1.793 3.395
O7 -0.451 -0.686 2.296
H1 -3.200 -0.318 2.075
H2 -4.931 -1.024 2.561
H3 -3.738 -2.126 1.596
H4 -5.601 0.284 0.541
H5 -5.045 -1.275 -0.363
H6 -3.332 1.817 1.126
H7 -4.770 2.183 -0.134
H8 -2.792 3.884 -0.409
H9 -2.993 2.827 -2.019
H10 -0.025 4.039 -0.018
H11 -1.286 3.281 1.217
H12 3.009 3.298 0.355
H13 3.352 1.982 1.718
H14 1.118 3.875 2.689
H15 2.558 4.951 2.054
H16 3.386 2.424 3.873
H17 2.345 3.757 4.791
H18 4.878 4.639 3.030
H19 4.241 5.472 4.608
H20 6.178 4.180 5.703
H21 4.827 2.867 5.817
H22 6.656 3.086 3.117
H23 7.515 2.375 4.646
H24 6.769 0.379 3.499
H25 5.065 1.035 2.944
H26 5.600 -1.689 4.280
H27 4.178 -1.456 5.520
H28 3.959 -0.864 3.744
H29 2.031 -0.031 -4.135
H30 2.255 -1.436 -2.854
H31 -0.154 -1.289 -4.186
H32 0.515 -2.488 -1.591
H33 -1.264 -2.610 -2.372
H34 -0.920 -1.248 -1.110
H35 -0.343 1.110 -3.793
H36 0.558 3.541 -2.182
H37 1.618 2.648 -4.043
H38 4.446 1.543 -0.653
H39 5.607 1.653 -2.792
H40 5.295 -0.181 -3.105
H41 4.021 1.082 -3.683
H42 3.393 -1.222 -0.121
H43 4.319 -1.574 -1.741
H44 6.414 -0.033 -0.440
H45 6.175 -1.943 -0.035
H46 5.470 -0.587 1.094
H47 1.435 -0.312 3.999
H48 -0.990 2.772 3.317
H49 -0.226 -1.344 3.029
C21 -5.799 -5.729 3.333
O8 -6.579 -5.529 4.493
P3 -7.086 -4.031 4.796
O9 -6.492 -2.954 3.945
O10 -6.810 -3.870 6.376
C22 -5.456 -3.865 6.782
O11 -8.688 -4.165 4.716
C23 -9.433 -2.984 4.921
H50 -4.759 -5.473 3.550
H51 -5.854 -6.782 3.050
H52 -6.164 -5.124 2.498
H53 -4.850 -3.245 6.116
H54 -5.072 -4.888 6.785
H55 -5.393 -3.458 7.794
H56 -9.372 -2.351 4.032
H57 -9.064 -2.435 5.792
H58 -10.479 -3.253 5.093
C24 1.039 -2.278 -9.803
O12 0.269 -1.136 -9.493
P4 -1.020 -1.345 -8.551
O13 -1.409 -2.764 -8.280
O14 -2.152 -0.465 -9.287
C25 -2.576 -0.919 -10.557
O15 -0.665 -0.469 -7.249
C26 -1.617 -0.471 -6.206
H59 0.576 -2.810 -10.638
H60 2.040 -1.956 -10.099
H61 1.129 -2.944 -8.941
H62 -2.725 -2.003 -10.557
H63 -1.830 -0.650 -11.309
H64 -3.523 -0.435 -10.806
H65 -1.570 -1.420 -5.666
H66 -2.626 -0.317 -6.597
H67 -1.382 0.343 -5.514

The value obtained for the gap between HOMO and LUMO is 8.51 eV. Its charge is 0. As for the LUMO energy: 0.0 eV.

***

Entry 3:
DFT (wB97M-V/def2-TZVPD) results for a single Cl2H3NSi molecule at a distorted geometry.

Positions of all 7 atoms, in Å:
N1 -0.546 0.572 0.601
Si1 1.221 -0.781 0.855
Cl1 2.686 0.311 1.670
Cl2 0.686 -2.400 1.873
H1 -0.364 0.446 -0.403
H2 -0.188 1.514 0.848
H3 1.915 -1.243 -0.351

The multiplicity is 3. As for the expectation value of S²: 2.01. For the relative energy (zero: lowest compared OMol25 entry of this formula, charge and spin), the calculation gives 1.099 eV. The value obtained for the gap between HOMO and LUMO (spin up / spin down) is 6.40 / 7.75 eV. Its charge is 0. As for the LUMO energy (spin up / spin down): 0.8 / -3.4 eV.

***

Entry 4:
DFT (wB97M-V/def2-TZVPD) results for a molecular structure, C24H44ClN8 at a distorted geometry.

Positions of all 77 atoms, in Å:
C1 -3.036 -1.839 -0.289
C2 -2.954 -0.597 -1.208
N1 -1.878 -0.729 -2.241
C3 -2.084 -1.117 -3.516
C4 -0.822 -1.195 -4.103
N2 0.149 -0.909 -3.155
C5 -0.537 -0.538 -2.020
C6 1.565 -0.866 -3.456
H1 -2.811 -2.739 -0.860
H2 -4.010 -1.960 0.185
H3 -2.227 -1.818 0.442
H4 -2.844 0.322 -0.632
H5 -3.961 -0.398 -1.576
H6 -3.099 -1.259 -3.855
H7 -0.410 -1.582 -5.023
H8 -0.189 -0.257 -1.037
H9 1.860 -1.908 -3.578
H10 2.062 -0.282 -2.681
H11 1.705 -0.419 -4.440
C7 1.849 -0.245 3.315
C8 0.775 0.774 3.040
N3 1.255 2.017 2.450
C9 0.628 2.660 1.396
C10 1.263 3.846 1.121
N4 2.414 3.881 1.912
C11 2.366 2.788 2.666
C12 3.485 4.850 1.727
H12 2.846 0.134 3.538
H13 1.995 -0.806 2.391
H14 1.559 -0.926 4.115
H15 0.314 1.050 3.988
H16 0.013 0.261 2.455
H17 -0.220 2.224 0.888
H18 1.088 4.542 0.314
H19 3.120 2.645 3.425
H20 4.397 4.266 1.596
H21 3.511 5.570 2.545
H22 3.299 5.373 0.788
C13 -4.572 1.319 0.201
C14 -4.222 2.547 -0.647
N5 -3.086 2.375 -1.582
C15 -1.805 2.168 -1.215
C16 -1.038 1.942 -2.353
N6 -1.847 1.961 -3.439
C17 -3.138 2.186 -2.956
C18 -1.465 1.658 -4.820
H23 -5.129 0.587 -0.383
H24 -5.163 1.654 1.054
H25 -3.688 0.793 0.563
H26 -3.991 3.398 -0.006
H27 -5.123 2.935 -1.124
H28 -1.488 2.145 -0.183
H29 0.011 1.690 -2.390
H30 -4.016 2.211 -3.583
H31 -0.827 0.775 -4.858
H32 -0.801 2.470 -5.119
H33 -2.215 1.594 -5.608
C19 0.294 -1.295 0.921
C20 0.658 -2.765 0.744
N7 1.895 -3.206 1.439
C21 3.113 -3.350 0.818
C22 3.947 -3.891 1.715
N8 3.345 -4.048 2.900
C23 1.997 -3.781 2.681
C24 3.881 -4.549 4.105
H34 0.189 -1.090 1.987
H35 -0.718 -1.111 0.561
H36 1.058 -0.655 0.480
H37 0.806 -3.062 -0.295
H38 -0.087 -3.528 0.970
H39 3.355 -3.157 -0.217
H40 4.984 -4.191 1.684
H41 1.198 -3.886 3.399
H42 3.135 -5.137 4.639
H43 4.328 -3.748 4.694
H44 4.664 -5.280 3.899
Cl1 -0.876 0.509 0.695

For the relative energy (zero: lowest compared OMol25 entry of this formula, charge and spin), the calculation gives 9.118 eV. The value obtained for the gap between HOMO and LUMO is 8.17 eV. Its charge is +3. As for the LUMO energy: -7.0 eV.

***

Entry 5:
DFT (wB97M-V/def2-TZVPD) results for a molecular structure, C33H46N3O6P4RhSi2 at a distorted geometry.

Positions of all 95 atoms, in Å:
Rh1 -0.220 -1.130 0.499
C1 5.000 -0.204 -0.093
Si1 3.525 -1.338 -0.037
C2 3.607 -2.388 -1.571
C3 3.585 -2.408 1.457
N1 1.967 -0.553 -0.084
P1 1.568 0.956 -0.042
C4 -0.119 1.053 0.163
P2 -1.553 1.026 -0.765
N2 -1.513 -0.489 -1.310
Si2 -2.365 -1.724 -2.205
C5 -1.195 -2.496 -3.425
C6 -3.668 -0.863 -3.233
C7 -3.134 -3.015 -1.061
C8 -1.748 2.202 -2.072
C9 -1.298 1.944 -3.361
C10 -1.389 2.892 -4.377
C11 -1.910 4.138 -4.161
C12 -2.329 4.421 -2.877
C13 -2.344 3.442 -1.865
C14 -2.923 1.420 0.343
C15 -2.848 1.446 1.785
C16 -3.989 1.495 2.541
C17 -5.280 1.698 1.984
C18 -5.380 1.810 0.610
C19 -4.221 1.672 -0.163
C20 2.336 1.973 1.266
C21 3.624 2.457 1.113
C22 4.271 3.182 2.105
C23 3.584 3.441 3.298
C24 2.262 2.996 3.420
C25 1.650 2.237 2.431
C26 2.079 1.764 -1.571
C27 2.507 0.946 -2.604
C28 2.763 1.549 -3.823
C29 2.622 2.927 -3.920
C30 2.143 3.708 -2.881
C31 1.801 3.104 -1.708
H1 5.946 -0.760 -0.032
H2 5.069 0.512 0.665
H3 5.052 0.321 -1.075
H4 4.631 -2.723 -1.561
H5 3.498 -1.743 -2.442
H6 2.951 -3.257 -1.690
H7 4.495 -2.941 1.470
H8 2.751 -3.118 1.508
H9 3.692 -1.802 2.398
H10 -0.731 -1.802 -4.190
H11 -1.752 -3.245 -4.019
H12 -0.427 -3.068 -2.899
H13 -3.231 -0.407 -4.192
H14 -4.204 -0.154 -2.601
H15 -4.258 -1.693 -3.593
H16 -3.101 -2.679 -0.028
H17 -2.636 -3.968 -1.098
H18 -4.139 -3.148 -1.399
H19 -0.820 0.947 -3.477
H20 -1.004 2.630 -5.367
H21 -1.885 4.867 -4.935
H22 -2.618 5.430 -2.645
H23 -2.686 3.683 -0.869
H24 -1.940 1.252 2.333
H25 -3.895 1.488 3.627
H26 -6.150 1.746 2.639
H27 -6.292 1.952 0.098
H28 -4.315 1.714 -1.243
H29 4.121 2.351 0.127
H30 5.273 3.497 1.915
H31 3.879 4.063 4.136
H32 1.708 3.157 4.335
H33 0.678 1.912 2.545
H34 2.552 -0.107 -2.590
H35 3.067 0.953 -4.620
H36 2.891 3.347 -4.858
H37 2.121 4.814 -2.972
H38 1.487 3.723 -0.844
N3 0.835 -2.939 3.927
C32 -0.553 -3.321 3.472
C33 -1.308 -4.180 4.482
P3 -1.378 -1.704 3.093
O1 -2.166 -1.272 4.414
O2 -2.279 -1.852 1.916
O3 -0.166 -0.801 3.066
P4 -0.355 -4.220 1.847
O4 0.863 -5.247 2.358
O5 -1.468 -5.095 1.497
O6 0.392 -3.315 0.922
H39 0.959 -2.943 4.886
H40 1.107 -2.003 3.584
H41 1.458 -3.624 3.421
H42 -1.311 -3.756 5.488
H43 -0.888 -5.182 4.424
H44 -2.351 -4.214 4.055
H45 -3.091 -1.282 4.176
H46 0.454 -6.087 2.612

The multiplicity is 5. As for the expectation value of S²: 6.01. For the relative energy (zero: lowest compared OMol25 entry of this formula, charge and spin), the calculation gives 0.000 eV. The value obtained for the gap between HOMO and LUMO (spin up / spin down) is 7.29 / 7.45 eV. Its charge is 0. As for the LUMO energy (spin up / spin down): 0.4 / -1.0 eV.

***

Entry 6:
DFT (wB97M-V/def2-TZVPD) results for a single C3H6N2O2 molecule at a distorted geometry.

Positions of all 13 atoms, in Å:
H1 -0.795 0.572 2.038
N1 -1.414 0.331 1.266
C1 -0.822 0.001 0.202
C2 -1.579 -0.513 -0.978
C3 0.696 0.008 0.001
O1 1.235 -0.150 -1.115
N2 1.449 0.707 0.957
O2 2.709 0.856 0.541
H2 -2.646 -0.459 -0.781
H3 -1.313 0.068 -1.861
H4 -1.299 -1.546 -1.187
H5 1.154 -0.444 1.358
H6 2.624 0.569 -0.443

For the relative energy (zero: lowest compared OMol25 entry of this formula, charge and spin), the calculation gives 4.890 eV. The value obtained for the gap between HOMO and LUMO is 10.25 eV. Its charge is 0. As for the LUMO energy: -0.1 eV.

***

- Which value of charge does entry 4 give?
  +3

***

- Which formula does entry 2 have?
  C26H67NO15P4SSi2